# 1
The following is a quantum chemistry calculation of the ion C4H4N3O3 with charge -1 at a distorted geometry, from the Open Molecules 2025 dataset.

Structure (XYZ):
```
14
Properties=species:S:1:pos:R:3:forces:R:3:mulliken_charge:R:1
C -1.46602 1.15365 -1.14374 -0.6 2.6 -1.6 0.431
C -0.60719 -0.95709 -0.70907 0.7 -0.8 0.6 0.683
C 0.35093 0.93483 0.50461 0.6 0.9 1.4 0.546
C 1.16612 -1.28333 0.94059 0.0 -3.2 -0.2 -1.000
N -1.46048 -0.14737 -1.27865 -1.8 -0.6 -1.3 -0.619
N -0.44984 1.68387 -0.28902 -1.2 -1.3 -0.7 -0.082
N 0.25114 -0.40327 0.28335 1.2 0.4 0.2 0.061
O -2.21232 1.97968 -1.78035 1.9 -1.9 2.0 -0.723
O -0.48234 -2.16508 -0.90682 -0.4 0.1 -0.4 -0.682
O 1.06740 1.45098 1.38670 -0.4 -0.8 -1.2 -0.713
H 2.23719 -1.44515 0.58968 -1.3 0.9 -0.2 0.249
H 1.22545 -1.14694 1.99774 -0.1 0.6 0.7 0.332
H 0.64840 -2.28657 0.77297 1.0 1.1 0.4 0.346
H -0.26843 2.63180 -0.36799 0.2 2.0 0.2 0.174
```
Positions in Å, forces in eV/Å.

Output
Total charge: -1
Electronic energy (eV): -14829.089
SMILES string: Cn1c([O-])nc(=O)[nH]c1=O
Multiplicity: 1
HOMO-LUMO gap (Ha): 0.3299

***

# 2
The following is a quantum chemistry calculation of an isolated molecule of C4H4N4 at a distorted geometry, from the Open Molecules 2025 dataset.

Structure (XYZ):
```
12
Properties=species:S:1:pos:R:3:forces:R:3:mulliken_charge:R:1
C -0.41766 -1.32146 -1.50796 0.1 0.1 -0.1 -0.234
C 0.90950 1.62107 0.85904 -2.1 -2.9 -1.7 -0.321
C 0.55886 0.40798 -0.81078 -3.9 -2.5 2.2 0.433
C -0.41258 -0.19362 0.45070 4.1 1.5 -6.6 0.147
N 0.38633 -0.36098 -1.92240 -0.7 -0.5 1.9 -0.539
N 1.16423 1.50027 -0.43966 0.5 0.6 2.1 -0.524
N -0.89977 -1.29482 -0.19380 1.1 2.1 1.0 -0.092
N -0.03285 0.64224 1.38481 1.2 2.0 2.4 -0.156
H -0.73022 -2.14102 -2.09749 -0.3 -0.5 -0.6 0.436
H 1.10439 2.33515 1.54862 1.1 2.4 1.4 0.420
H -1.40979 -1.95838 0.31427 -0.9 -1.4 -0.1 0.181
H -0.22044 0.76357 2.41464 -0.2 -0.7 -1.8 0.249
```
Positions in Å, forces in eV/Å.

Output
Electronic energy (eV): -10170.498
SMILES string: c1nc2nc[nH]c2[nH]1
Multiplicity: 1
HOMO-LUMO gap (Ha): 0.2840

***

# 3
The following is a quantum chemistry calculation of an isolated molecule of C4H4N4 at a distorted geometry, from the Open Molecules 2025 dataset.

Structure (XYZ):
```
12
Properties=species:S:1:pos:R:3:forces:R:3:mulliken_charge:R:1
C 0.50840 0.46236 -0.26488 -1.1 0.8 1.4 0.596
C 1.93428 0.61865 0.07013 7.8 -1.1 1.3 -0.180
C -0.34371 -0.64592 -0.29761 -1.4 2.0 1.4 0.244
C -1.76159 -0.20723 -0.04187 -9.8 -2.4 6.2 0.085
H -1.13060 1.69498 -0.70142 3.9 1.4 2.0 0.311
H 0.58525 2.46659 -0.33649 -0.4 0.9 -0.7 0.278
H -0.61641 -2.54695 0.59023 -0.6 0.9 -0.7 0.328
H 0.85532 -1.96839 0.29819 -1.8 -1.1 -1.6 0.320
N -0.11532 1.79101 -0.10604 -2.9 -3.4 -2.1 -0.562
N 3.15554 0.68094 0.34528 -9.2 -0.3 -2.0 -0.415
N -0.13425 -2.05256 -0.17850 4.0 1.1 1.7 -0.581
N -2.93692 -0.29347 0.62299 11.2 1.2 -6.7 -0.425
```
Positions in Å, forces in eV/Å.

Output
Electronic energy (eV): -10167.776
SMILES string: N#C/C(N)=C(\N)C#N
Multiplicity: 1
HOMO-LUMO gap (Ha): 0.2905

***

# 4
The following is a quantum chemistry calculation of an isolated molecule of C4H4N4 at a distorted geometry, from the Open Molecules 2025 dataset.

Structure (XYZ):
```
12
Properties=species:S:1:pos:R:3:forces:R:3:mulliken_charge:R:1
C 1.06064 0.21167 0.01411 4.3 1.4 2.3 0.731
C -0.94404 1.30399 -0.26660 0.3 1.1 0.0 0.047
C -1.78740 0.27642 0.47062 2.9 2.3 -2.6 -0.409
C -1.27639 -0.94353 0.42618 0.3 -3.8 1.0 -0.194
H 2.45590 -0.62277 0.90821 0.7 -0.9 -0.1 0.250
H -1.26794 2.30305 -0.71612 -0.7 -1.7 0.8 0.374
H -2.73284 0.59654 0.74314 -1.7 0.1 1.0 0.425
H -1.66167 -1.91091 0.96073 0.2 2.3 -1.0 0.308
N 2.08420 0.29462 0.79469 -2.2 0.8 -0.2 -0.667
N 0.33741 1.24033 -0.41390 -2.0 1.6 -0.2 -0.455
N -0.27213 -1.41697 -0.46698 0.3 -0.4 -0.3 -0.134
N 0.83477 -0.89758 -0.73693 -2.5 -2.7 -0.7 -0.277
```
Positions in Å, forces in eV/Å.

Output
Electronic energy (eV): -10169.252
SMILES string: [H]/N=c1/ncccnn1
Multiplicity: 1
HOMO-LUMO gap (Ha): 0.3367

***

# 5
The following is a quantum chemistry calculation of an isolated molecule of C4H4N4 at a distorted geometry, from the Open Molecules 2025 dataset.

Structure (XYZ):
```
12
Properties=species:S:1:pos:R:3:forces:R:3:mulliken_charge:R:1
C -0.72628 -0.47283 1.61136 -0.1 1.0 1.1 -0.237
C -0.07444 -0.82303 0.25457 1.7 -1.1 -0.1 0.380
C -0.16941 -1.35340 -1.15319 -1.5 -3.6 -3.7 -0.332
C 0.36320 0.59971 -0.19881 -0.7 -4.8 -5.7 0.323
H 0.06858 2.24095 0.98003 -0.3 2.9 -0.5 0.278
H -1.45318 -0.95002 2.37088 1.6 -0.1 -1.7 0.341
H 0.71131 -1.68619 0.61484 -1.0 2.3 -0.6 0.254
H -0.38658 -2.53808 -1.50008 0.8 3.5 1.3 0.293
N 0.34547 1.34125 0.81180 0.2 0.2 6.5 -0.049
N -0.23962 0.64741 2.08026 -0.5 -0.4 -3.7 -0.435
N 0.21101 -0.50830 -2.12552 -1.5 -3.1 3.4 -0.309
N 0.35477 0.69545 -1.55929 1.3 3.1 3.5 -0.507
```
Positions in Å, forces in eV/Å.

Output
Electronic energy (eV): -10167.518
SMILES string: C1=NN=C2NN=C[C@@H]12
Multiplicity: 1
HOMO-LUMO gap (Ha): 0.3138

***

# 6
The following is a quantum chemistry calculation of a structure of composition C4H4N4 at a distorted geometry, from the Open Molecules 2025 dataset.

Structure (XYZ):
```
12
Properties=species:S:1:pos:R:3:forces:R:3:mulliken_charge:R:1
C 1.50725 -0.75137 0.41205 4.9 -2.4 4.1 -0.112
C 0.44062 0.93348 0.33135 -3.3 4.1 4.3 0.365
C -1.34673 0.67502 -0.93601 2.0 0.9 2.7 -0.567
C -0.44370 -0.19856 -0.12284 -2.2 2.1 0.1 0.373
H 0.56311 -2.34319 -0.17533 -1.2 3.9 -1.0 0.368
H 2.18264 -1.54674 0.73351 0.7 0.5 -0.1 0.336
H -1.97409 0.31521 -1.60891 -3.3 -1.1 -2.7 0.544
H -1.38680 -0.28822 0.69818 2.9 -0.7 -1.4 0.242
N 0.55454 -1.21132 -0.32214 -2.8 -4.3 -1.6 -0.279
N 1.49872 0.36708 1.03097 0.3 2.2 -1.7 -0.497
N -0.21250 2.20575 0.36682 1.7 -6.6 -1.4 -0.469
N -1.38308 1.84286 -0.40764 0.3 1.6 -1.2 -0.303
```
Positions in Å, forces in eV/Å.

Output
Electronic energy (eV): -10167.758
Multiplicity: 1
HOMO-LUMO gap (Ha): 0.3120

***

# 7
The following is a quantum chemistry calculation of an isolated molecule of C4H4N4 at a distorted geometry, from the Open Molecules 2025 dataset.

Structure (XYZ):
```
12
Properties=species:S:1:pos:R:3:forces:R:3:mulliken_charge:R:1
C 3.03087 -0.59650 -1.11019 4.1 -2.0 -4.2 0.356
C 0.19306 0.60390 0.70421 0.8 0.5 0.2 -0.307
C 2.17275 0.00839 -0.36707 -1.7 0.4 0.4 0.419
C -2.06068 0.06584 0.43764 -2.9 -4.2 -2.8 -0.755
N 3.77816 -1.03841 -1.91762 -1.4 0.6 1.9 -0.460
N 1.41979 0.59261 0.32437 -1.8 0.3 2.0 -0.187
N -0.41464 -0.79626 -1.05614 0.9 -2.5 -3.0 -0.864
N -0.73650 -0.21043 -0.11236 0.5 3.2 2.3 0.690
H -0.25407 1.19771 1.46394 0.4 0.5 0.3 0.244
H -2.85429 0.10320 -0.44212 1.8 -0.1 2.0 0.277
H -2.23027 -0.83866 1.07299 -0.5 0.9 -0.4 0.316
H -2.04417 0.90860 1.00234 -0.2 2.4 1.4 0.269
```
Positions in Å, forces in eV/Å.

Output
Electronic energy (eV): -10166.605
Multiplicity: 1
HOMO-LUMO gap (Ha): 0.2674

***

# 8
The following is a quantum chemistry calculation of an isolated molecule of C4H4N4 at a distorted geometry, from the Open Molecules 2025 dataset.

Structure (XYZ):
```
12
Properties=species:S:1:pos:R:3:forces:R:3:mulliken_charge:R:1
C 0.99718 -0.04278 0.05470 0.5 0.3 -0.8 0.373
C -0.61512 1.37684 -0.02359 1.8 -0.1 0.6 -0.316
C -1.22220 0.17994 0.08073 0.8 -1.4 -0.2 0.210
C -2.58512 -0.18596 -0.01140 -4.0 -0.6 -0.2 0.232
H 2.47437 -1.53703 0.29827 -0.5 1.8 -0.7 0.264
H 2.92788 0.10224 -0.07581 0.4 -0.4 0.0 0.291
H -0.96603 2.35992 0.06680 -1.0 0.9 -0.3 0.456
H -0.13813 -1.70648 -0.22202 -0.4 0.6 0.6 0.279
N 2.24369 -0.63296 -0.19645 -0.5 -0.6 1.1 -0.485
N 0.76092 1.24949 -0.02928 0.1 -0.3 0.2 -0.606
N -0.12867 -0.76004 0.17696 -1.3 -0.9 -0.7 -0.209
N -3.74877 -0.40318 -0.11892 4.1 0.6 0.4 -0.488
```
Positions in Å, forces in eV/Å.

Output
Electronic energy (eV): -10172.790
SMILES string: N#Cc1cnc(N)[nH]1
Multiplicity: 1
HOMO-LUMO gap (Ha): 0.3426

***

HOMO-LUMO gap of number 2 (C4H4N4)?
0.2840 Ha

***

Look up the multiplicity of the third one.
1

***

Among the records above, which one has the highest HOMO-LUMO gap?
number 8

***

What is the HOMO-LUMO gap in the fifth record?
0.3138 Ha